{
  "formula": "C6H17O10Zn",
  "method": "the ωB97M-V functional and the def2-TZVPD basis",
  "elements": ["Zn", "C", "C", "O", "O", "H", "H", "H", "C", "C", "O", "O", "H", "H", "H", "C", "C", "O", "O", "H", "H", "H", "O", "H", "H", "O", "H", "H", "O", "H", "H", "O", "H", "H"],
  "positions_angstrom": [[0.34488, -0.45065, 0.30495], [-0.33777, -2.68768, -3.28683], [-0.05981, -1.27102, -2.78888], [-0.13451, -1.08493, -1.53167], [0.33064, -0.45955, -3.63175], [-1.09935, -3.22100, -2.70794], [0.57534, -3.28391, -3.21260], [-0.64374, -2.66458, -4.33082], [3.00866, 2.92579, -0.45175], [1.58150, 2.40216, -0.30629], [1.48998, 1.27393, 0.34453], [0.67032, 3.03880, -0.78310], [3.16056, 3.77603, 0.21598], [3.18259, 3.27313, -1.46989], [3.74845, 2.15452, -0.22825], [-3.92932, 0.18058, 0.82525], [-2.60634, 0.93426, 0.71000], [-2.64838, 2.15559, 0.74171], [-1.56693, 0.19213, 0.59965], [-4.10564, -0.14068, 1.85610], [-3.95290, -0.72313, 0.20979], [-4.74162, 0.83100, 0.50713], [0.73691, -0.36891, 2.42789], [0.23488, -0.73715, 3.15911], [1.66551, -0.45157, 2.66476], [0.03336, 2.46447, 2.55595], [0.57099, 2.11005, 1.82522], [-0.86745, 2.28210, 2.26047], [-0.59786, -2.32350, 0.99839], [-1.54592, -2.47610, 0.94896], [-0.23422, -2.96969, 1.60907], [2.25071, -1.41382, 0.10446], [2.38795, -2.30606, -0.22469], [3.09853, -0.96063, 0.08511]],
  "mulliken_charge": [1.57, -0.92, 0.50, -0.47, -0.67, 0.25, 0.20, 0.29, -1.12, 0.79, -1.05, -0.59, 0.26, 0.31, 0.25, -1.16, 0.57, -0.69, -0.51, 0.23, 0.30, 0.31, -0.34, 0.23, 0.24, -0.71, 0.29, 0.34, -0.32, 0.24, 0.24, -0.40, 0.25, 0.26],
  "largest_force_ev_per_a": 2.45,
  "homo_lumo_gap_ev": 6.83,
  "charge": -1,
  "lumo_energy_ev": 1.6,
  "e_above_lowest_kcal_mol": 0.00
}


{
  "formula": "C6H17O6",
  "method": "the ωB97M-V functional and the def2-TZVPD basis",
  "elements": ["O", "C", "O", "C", "C", "C", "C", "C", "H", "H", "H", "H", "H", "H", "H", "H", "H", "H", "H", "O", "H", "H", "O", "H", "H", "O", "H", "H", "O"],
  "positions_angstrom": [[0.46297, 1.06221, 0.32618], [0.63776, 0.12511, 1.10608], [0.36913, 0.18021, 2.31138], [0.89239, -1.40827, 0.83388], [-0.26096, -1.86715, 0.08302], [-0.39730, -1.07704, -1.20841], [-0.11148, -1.49760, -2.39694], [-0.01946, -0.57515, -3.56617], [0.91171, -1.95908, 1.82315], [1.91691, -1.58844, 0.32390], [-0.25779, -2.94165, -0.15181], [-1.33615, -1.84756, 0.51636], [-0.69891, -0.03339, -0.76416], [-0.06140, -2.57793, -2.64397], [-0.41082, -0.73886, -4.48873], [1.05677, -0.41466, -3.66105], [-0.38656, 0.46247, -3.16471], [-1.54013, 2.56018, 0.54159], [-1.60609, 1.46057, 1.55891], [-2.01882, 2.01877, 1.09042], [-1.19822, -1.60690, 3.59607], [-0.89114, -0.19472, 3.83266], [-1.38219, -0.95827, 4.24711], [0.56306, 2.68420, 1.42878], [1.17527, 2.59431, 2.75111], [1.10357, 3.20944, 2.02925], [0.95703, 2.35288, -2.36040], [1.02942, 1.02852, -1.62841], [1.50144, 1.54781, -2.36506]],
  "mulliken_charge": [-0.68, 0.40, -0.79, -0.36, -0.94, -0.14, 0.11, -1.12, 0.20, 0.25, 0.44, 0.22, 0.20, 0.31, 0.51, 0.25, 0.16, 0.29, 0.30, -0.56, 0.29, 0.42, -0.67, 0.30, 0.32, -0.70, 0.30, 0.32, -0.65],
  "largest_force_ev_per_a": 10.35,
  "homo_lumo_gap_ev": 8.92,
  "charge": -1,
  "lumo_energy_ev": 3.5,
  "e_above_lowest_kcal_mol": 73.85
}


{
  "formula": "C6H18AgBrN3O3",
  "method": "the ωB97M-V functional and the def2-TZVPD basis",
  "elements": ["Ag", "C", "O", "H", "H", "H", "Br", "C", "C", "C", "O", "C", "N", "H", "H", "H", "H", "H", "H", "H", "H", "H", "H", "H", "C", "O", "N", "N", "H", "H", "H", "H"],
  "positions_angstrom": [[0.09463, -0.22244, -1.29276], [2.55125, 1.57250, -0.54138], [2.36953, 0.26953, -0.90265], [2.59029, 2.25874, -1.41333], [1.78569, 1.98796, 0.17673], [3.50082, 1.72360, 0.02468], [0.22676, -1.67529, -3.75998], [0.80195, -1.32512, 3.02681], [0.45820, -1.25281, 1.54085], [-0.48467, -2.37715, 1.15146], [-0.79140, -2.31841, -0.20075], [-1.17185, -3.54880, -0.76893], [-0.07617, 0.07857, 1.16330], [1.24897, -2.29263, 3.28351], [0.01708, -1.09206, 3.75054], [1.59805, -0.59753, 3.22858], [1.39984, -1.39414, 1.00560], [-1.39706, -2.33784, 1.77080], [0.02269, -3.32697, 1.37790], [-0.31345, -4.23148, -0.80278], [-1.43551, -3.34653, -1.80546], [-2.00730, -3.99278, -0.21592], [0.76366, 0.64237, 1.03003], [-0.55427, 0.51620, 1.94537], [-1.43629, 2.76579, -1.65015], [-1.50100, 1.55250, -1.73052], [-0.36032, 3.40097, -1.07115], [-2.42395, 3.60394, -2.14051], [-0.34757, 4.39022, -0.91280], [0.43743, 2.83295, -0.82705], [-3.25185, 3.15189, -2.47335], [-2.31418, 4.58426, -1.96672]],
  "mulliken_charge": [0.62, -0.70, -0.73, 0.28, 0.10, 0.22, -0.81, -1.68, 0.69, -0.76, -0.19, -0.85, -0.55, 0.41, 0.37, 0.40, 0.32, 0.25, 0.38, 0.31, 0.23, 0.31, 0.16, 0.25, 0.55, -0.53, -0.31, -0.45, 0.14, 0.18, 0.25, 0.15],
  "largest_force_ev_per_a": 1.33,
  "homo_lumo_gap_ev": 6.20,
  "charge": -1,
  "lumo_energy_ev": 2.8,
  "e_above_lowest_kcal_mol": 3.88
}


{
  "formula": "C6H18AgFNO11P2",
  "method": "the ωB97M-V functional and the def2-TZVPD basis",
  "elements": ["Ag", "F", "N", "O", "O", "O", "C", "O", "P", "O", "O", "C", "O", "C", "H", "H", "H", "H", "H", "H", "H", "H", "H", "C", "O", "P", "O", "O", "C", "O", "C", "H", "H", "H", "H", "H", "H", "H", "H", "H"],
  "positions_angstrom": [[4.16531, -0.42157, 27.02164], [4.89119, -2.56834, 26.77483], [2.22897, -0.69219, 29.42934], [2.37266, 0.49330, 28.98184], [2.42343, -1.66400, 28.64269], [1.85395, -0.88246, 30.60749], [4.84880, 0.69495, 30.99355], [5.23595, 1.97579, 30.54637], [5.70771, 2.27422, 29.05150], [5.48534, 1.18168, 28.10682], [5.06562, 3.72064, 28.78851], [3.92796, 4.23821, 29.48668], [7.25123, 2.65807, 29.12428], [7.76415, 3.43932, 30.17210], [3.84396, 0.37917, 30.70828], [4.86860, 0.65361, 32.08964], [5.55784, -0.09963, 30.74145], [3.89711, 3.80289, 30.48554], [3.01920, 3.86285, 29.00532], [3.92662, 5.32264, 29.45780], [8.67045, 2.99443, 30.58990], [7.04362, 3.70333, 30.94358], [8.17687, 4.39454, 29.81591], [4.76932, 4.37942, 24.01134], [4.59790, 3.26890, 24.90297], [3.32191, 2.34556, 24.65987], [3.42245, 1.00059, 25.25952], [2.06958, 3.21624, 25.16211], [2.00115, 3.61789, 26.53956], [3.09507, 2.27536, 23.06245], [2.12141, 1.34040, 22.60654], [4.80199, 5.30369, 24.59369], [3.94715, 4.52893, 23.31134], [5.70325, 4.26738, 23.46561], [2.79058, 3.09442, 27.07912], [0.99335, 3.39171, 26.87919], [2.14217, 4.69393, 26.67497], [1.19909, 1.85617, 22.33724], [2.02681, 0.48572, 23.27437], [2.47934, 0.91802, 21.66091]],
  "mulliken_charge": [0.71, -0.86, 0.85, -0.54, -0.60, -0.65, -0.61, -0.28, 0.99, -0.47, -0.30, -0.54, -0.39, -0.69, 0.19, 0.28, 0.35, 0.35, 0.15, 0.25, 0.28, 0.28, 0.28, -0.74, -0.29, 0.89, -0.34, -0.34, -0.33, -0.35, -0.72, 0.26, 0.36, 0.26, -0.09, 0.31, 0.28, 0.25, 0.34, 0.23],
  "largest_force_ev_per_a": 2.36,
  "homo_lumo_gap_ev": 6.68,
  "charge": -1,
  "lumo_energy_ev": 2.3,
  "e_above_lowest_kcal_mol": 5.14
}


{
  "formula": "C6H18AlO6",
  "method": "the ωB97M-V functional and the def2-TZVPD basis",
  "elements": ["Al", "C", "C", "O", "O", "H", "H", "H", "H", "H", "H", "C", "C", "O", "O", "H", "H", "H", "H", "H", "H", "C", "C", "O", "O", "H", "H", "H", "H", "H", "H"],
  "positions_angstrom": [[-0.43074, -0.21118, 1.04304], [-0.44125, -0.13125, -1.66785], [-1.66839, -0.70920, -2.43340], [-1.75021, -2.02223, -2.50311], [-0.12434, -0.76949, -0.54451], [-0.53917, 1.00935, -1.83912], [0.47704, -0.20142, -2.38792], [-1.42273, -0.32520, -3.46389], [-2.51825, 0.00951, -2.09270], [-2.00039, -2.27057, -1.60764], [2.05129, 8.46016, -0.91408], [-0.00374, 2.03347, 4.02663], [0.26282, 3.31130, -2.98153], [-2.26808, 0.45130, 1.20153], [-0.36291, 1.98140, 2.77377], [-0.98098, 6.39338, -2.83785], [3.77249, -0.54030, -2.17157], [1.26338, 3.08906, -2.75231], [0.21771, 3.58809, -4.21168], [2.34603, -3.55041, 1.26612], [-2.05150, -1.11441, 4.64997], [0.79166, -1.72264, 3.34228], [1.30280, -3.04815, 2.78110], [1.94525, -2.73583, 1.62532], [-0.17005, -1.32902, 2.36767], [1.61381, -1.00473, 3.12550], [0.38838, -1.59747, 4.36540], [0.40767, -3.70472, 2.62474], [1.96782, -3.63207, 3.42841], [-1.79580, 2.33432, -5.94134], [-0.27963, -2.04105, 1.72902]],
  "mulliken_charge": [0.31, -0.06, -0.44, -0.41, -0.10, 0.05, 0.24, 0.26, 0.31, 0.36, 0.44, 0.27, -0.37, -0.37, -0.23, 0.28, 0.42, 0.27, 0.21, 0.33, 0.31, -0.05, -0.87, -0.46, 0.13, 0.20, 0.39, 0.42, 0.45, 0.40, 0.29],
  "largest_force_ev_per_a": 11.57,
  "homo_lumo_gap_ev": 1.87,
  "charge": 3,
  "lumo_energy_ev": -14.7
}


{
  "formula": "C6H18BIO4P",
  "method": "the ωB97M-V functional and the def2-TZVPD basis",
  "elements": ["B", "C", "I", "C", "C", "H", "H", "H", "H", "H", "H", "H", "H", "H", "C", "O", "P", "O", "O", "C", "O", "C", "H", "H", "H", "H", "H", "H", "H", "H", "H"],
  "positions_angstrom": [[3.89580, -2.87868, 0.17895], [2.59534, -3.91776, -0.02971], [3.19357, -5.61367, -1.35193], [1.36177, -3.14459, -0.79427], [-0.09004, -3.24855, -0.03980], [4.77637, -3.47855, 0.72676], [4.24931, -2.39250, -0.83089], [3.48272, -2.01664, 0.90234], [2.28115, -4.39685, 1.01751], [1.69583, -2.01404, -0.98033], [1.24190, -3.64858, -1.85646], [-0.04303, -3.58971, 1.08164], [-0.80059, -3.96682, -0.67486], [-0.63006, -2.18624, -0.08086], [-2.59570, 2.28462, 2.37900], [-3.00618, 2.56361, 1.04763], [-1.83224, 2.48665, -0.22075], [-1.43404, 1.07261, 0.22641], [-0.89119, 3.58854, 0.56018], [-1.35299, 4.92188, 0.60972], [-0.65826, 2.40979, -1.48916], [-0.85043, 1.37174, -2.43326], [-3.15742, 1.42126, 2.74570], [-1.52272, 2.07810, 2.46287], [-2.83287, 3.15016, 3.00104], [-1.32853, 5.25891, 1.65094], [-2.38154, 5.01067, 0.23879], [-0.69768, 5.55724, 0.01332], [-1.91156, 1.26374, -2.67583], [-0.45654, 0.43083, -2.04046], [-0.30014, 1.62283, -3.34426]],
  "mulliken_charge": [0.26, -0.68, -0.27, -0.25, -0.59, -0.21, -0.22, -0.20, 0.29, 0.15, 0.26, 0.26, 0.20, 0.02, -0.66, -0.48, 1.08, -0.53, -0.31, -0.72, -0.29, -0.61, 0.25, 0.34, 0.26, 0.23, 0.35, 0.27, 0.32, 0.24, 0.24],
  "largest_force_ev_per_a": 9.85,
  "homo_lumo_gap_ev": 3.19,
  "charge": -1,
  "lumo_energy_ev": -1.2
}